2 unconnected molecules or ions with the total composition CHF2OS2 at a distorted geometry, computed with ωB97M-V/def2-TZVPD.

Computed properties:
E_LUMO (alpha / beta) = 0.1006 / 0.0920 hartree
Highest occupied orbital energy (alpha / beta) = -3.07 / -2.68 eV
Relative energy (zero: lowest compared OMol25 entry of this formula, charge and spin) = 330.85 kJ/mol
Kohn-Sham gap (alpha / beta) = 5.81 / 5.19 eV

```
! wB97M-V def2-TZVPD RIJCOSX def2/J DEFGRID3
* xyz -1 1
C 1.0273 0.7541 0.0931
O -2.7121 -0.7453 -0.4987
F 0.7066 1.9303 -0.4048
F 1.4301 0.9477 1.3850
S 1.2244 -2.1862 0.4167
S 0.4769 -0.7175 -0.5252
H -2.1532 0.0170 -0.4662
*
```


A molecular structure, C23H43BrF3I2NO6SiSr at a distorted geometry, computed with ωB97M-V/def2-TZVPD.

Computed properties:
E_LUMO = -0.3442 hartree
Highest occupied orbital energy = -12.79 eV
Kohn-Sham gap = 3.42 eV

```
! wB97M-V def2-TZVPD RIJCOSX def2/J DEFGRID3
* xyz 2 1
C 3.7554 -1.3115 4.2807
C 3.5346 -0.1712 5.2027
C 2.7314 0.9980 4.5903
C 1.1704 0.7441 4.6173
O 0.7145 1.0228 3.3192
C -0.5514 1.5984 3.2631
N -0.6153 2.8643 3.8934
I -1.9224 0.2505 4.4466
O -1.0926 1.5762 1.9941
C -0.6208 2.6094 1.1923
Br -1.4424 4.3833 1.5383
C -1.0769 2.3610 -0.2886
C -2.6087 2.1277 -0.4136
C -3.0681 0.6644 -0.2578
C -4.4418 0.5344 -0.9967
C -5.2543 -0.6620 -0.5033
O -4.6656 -1.8671 -1.0373
C -4.9391 -2.9508 -0.2930
C -4.0424 -4.1634 -0.5070
O -5.8375 -3.0276 0.4790
O -0.4316 1.2707 -0.9702
C -0.4089 1.6410 -2.3563
C -1.0554 0.5202 -3.2089
C -0.6374 0.5000 -4.7055
C -0.1183 -0.9109 -5.0706
I -1.8618 -2.1953 -5.3185
C 1.1162 1.8421 -2.6444
C 1.8372 0.4528 -2.6257
O 2.8363 0.2270 -1.5949
Si 2.8437 -1.4587 -1.4419
C 1.1311 -1.9310 -0.7854
C 4.0752 -1.8778 0.0123
C 3.3533 -2.3174 -3.0343
C 0.9137 2.8257 1.1843
F 1.4048 3.3798 2.2931
F 1.2224 3.6854 0.2127
F 1.6348 1.7327 0.9618
H 4.4414 -1.0864 3.4383
H 4.2540 -2.0949 4.8727
H 2.8296 -1.7224 3.9539
H 2.9739 -0.5931 6.0419
H 4.5298 0.1931 5.5439
H 3.0054 1.0368 3.5166
H 3.0035 1.9607 5.0335
H 1.0427 -0.3010 4.9261
H 0.7846 1.4103 5.3896
H -1.5754 3.1833 3.7724
H -0.5024 2.8002 4.8982
H -0.8453 3.2640 -0.8667
H -3.2137 2.7441 0.2557
H -2.8753 2.4412 -1.4341
H -2.4167 -0.0737 -0.7220
H -3.2958 0.4382 0.7917
H -4.1747 0.3009 -2.0421
H -5.0042 1.4715 -1.0245
H -6.2761 -0.5989 -0.8860
H -5.2220 -0.6623 0.5899
H -4.6067 -5.0624 -0.2571
H -3.7073 -4.2325 -1.5463
H -3.1925 -4.1297 0.1831
H -0.9615 2.5656 -2.5679
H -2.1398 0.6369 -3.1043
H -0.8101 -0.4412 -2.7435
H -1.5499 0.6412 -5.2933
H 0.0412 1.3069 -4.9986
H 0.4670 -0.9524 -5.9882
H 0.4267 -1.3754 -4.2475
H 1.4816 2.4293 -1.7927
H 1.3513 2.4349 -3.5312
H 1.1157 -0.3693 -2.5874
H 2.3669 0.3683 -3.5898
H 0.6766 -2.7827 -1.3015
H 0.4924 -1.0487 -0.9115
H 1.2043 -2.0886 0.2938
H 4.9622 -2.4677 -0.3535
H 3.4789 -2.4588 0.7638
H 4.3974 -0.9431 0.4983
H 2.6133 -3.0331 -3.4017
H 4.3423 -2.7771 -2.9114
H 3.4674 -1.5514 -3.8122
Sr 5.0376 -3.7479 1.7246
*
```


2 unconnected molecules or ions with the total composition C5H15N2O at a distorted geometry, computed with ωB97M-V/def2-TZVPD.

Computed properties:
E_LUMO = -0.1071 hartree
Highest occupied orbital energy = -11.61 eV
Relative energy (zero: lowest compared OMol25 entry of this formula, charge and spin) = 169.28 kJ/mol
Kohn-Sham gap = 8.69 eV

```
! wB97M-V def2-TZVPD RIJCOSX def2/J DEFGRID3
* xyz 1 1
C 1.4280 -2.1488 1.1950
C 0.5384 -1.0099 0.6694
C 0.7528 -0.6385 -0.7846
C -0.0545 0.5106 -1.3099
C 0.3986 1.7640 -1.1700
N -0.2369 2.8174 -1.7425
N -0.9015 -1.3294 0.8495
H 1.5507 -2.9429 0.6025
H 0.9023 -2.5492 2.2056
H 2.5227 -1.9278 1.5849
H 0.7297 -0.1351 1.2883
H 0.4754 -1.4616 -1.6186
H 1.8827 -0.4778 -0.8967
H -1.0119 0.2791 -1.7678
H 1.2678 2.0745 -0.5423
H -0.9442 2.6385 -2.4496
H 0.1541 3.7425 -1.7752
H -1.4324 -0.4623 0.6394
H -1.2247 -1.4161 1.7950
H -1.2145 -2.1686 0.3543
H -1.5005 1.8665 0.2937
H -2.3687 1.6802 1.5582
O -1.7134 1.2946 1.0212
*
```


A molecular structure, C53H64BN8O6S3TeW at a distorted geometry, computed with ωB97M-V/def2-TZVPD.

Computed properties:
E_LUMO (alpha / beta) = 0.0146 / -0.0488 hartree
Highest occupied orbital energy (alpha / beta) = -5.95 / -5.85 eV
Relative energy (zero: lowest compared OMol25 entry of this formula, charge and spin) = 33.12 kJ/mol
Kohn-Sham gap (alpha / beta) = 6.35 / 4.52 eV
⟨S²⟩ = 0.76

```
! wB97M-V def2-TZVPD RIJCOSX def2/J DEFGRID3
* xyz 0 2
W -0.4807 0.4470 -0.0384
O -4.0595 5.2630 1.0655
C -3.1993 4.2312 0.8590
C -2.5775 3.5391 1.8919
C -1.7552 2.4951 1.5792
N -1.5257 2.1385 0.3169
C -2.0602 2.8489 -0.6913
C -2.9145 3.8875 -0.4546
C -1.4856 2.3979 -2.0060
O -1.8133 2.8470 -3.0792
O -0.5422 1.5298 -1.7810
C -0.8979 1.7025 2.5230
O -0.8866 1.8379 3.7226
O -0.1235 0.8831 1.8585
H -4.1836 5.4009 2.0108
H -2.7264 3.7958 2.9367
H -3.3420 4.4370 -1.2847
C 1.8641 2.6826 -3.8615
C 2.2473 1.2628 -4.2650
C 3.2279 1.2810 -5.4457
C 0.9961 0.4941 -4.6758
N 2.9653 0.6385 -3.0929
C 4.2687 1.0217 -2.7936
C 4.5875 0.4676 -1.6133
N 3.4897 -0.2444 -1.1735
B 3.4718 -0.8743 0.2355
N 2.8484 -2.3059 0.2023
C 3.6620 -3.3420 -0.2191
C 2.9165 -4.4521 -0.2954
N 1.6212 -4.1062 0.0831
C 1.5970 -2.7777 0.3728
S 0.2139 -1.9245 0.9211
C 0.5355 -5.1477 -0.0546
C 0.9843 -6.3680 0.7555
C 0.4189 -5.4736 -1.5453
C -0.8399 -4.7249 0.4459
N 2.8781 0.0488 1.3521
C 3.2200 -0.2439 2.6600
C 3.1445 0.8890 3.3748
N 2.7413 1.8988 2.5005
C 2.5345 1.3497 1.2783
S 1.7818 2.0720 -0.0986
C 2.8108 3.3676 2.8145
C 3.9630 3.9320 1.9853
C 1.5132 4.1075 2.4964
C 3.0984 3.5611 4.3023
C 2.4956 -0.1233 -2.0775
S 0.9680 -0.8931 -1.9327
H 1.4256 3.1963 -4.7201
H 2.7374 3.2440 -3.5209
H 1.1245 2.6567 -3.0605
H 2.6680 1.4560 -6.3634
H 3.7473 0.3257 -5.5409
H 3.9704 2.0766 -5.3612
H 0.6380 0.9511 -5.6008
H 0.2091 0.5625 -3.9307
H 1.2105 -0.5596 -4.8637
H 4.8538 1.6420 -3.4459
H 5.4962 0.5245 -1.0376
H 4.6426 -1.0223 0.5285
H 4.7061 -3.1867 -0.4335
H 3.1920 -5.4544 -0.5663
H 1.7875 -6.9210 0.2658
H 0.1399 -7.0482 0.8765
H 1.3248 -6.0648 1.7481
H 1.3594 -5.8401 -1.9588
H 0.1201 -4.5825 -2.1015
H -0.3396 -6.2465 -1.6868
H -0.8412 -4.4825 1.5098
H -1.4970 -5.5829 0.2851
H -1.2390 -3.8733 -0.0992
H 3.5053 -1.2387 2.9632
H 3.3269 1.0532 4.4182
H 3.7402 3.8474 0.9190
H 4.8879 3.3890 2.1955
H 4.1127 4.9861 2.2273
H 1.1703 3.9276 1.4780
H 1.7119 5.1757 2.6153
H 0.7318 3.8281 3.2014
H 4.0807 3.1830 4.5927
H 2.3275 3.0888 4.9145
H 3.0819 4.6323 4.5061
C -2.7746 -6.8928 6.5267
C -2.6054 -5.6324 5.7216
C -1.3444 -5.1793 5.3579
C -1.1634 -3.9991 4.6432
C 0.2483 -3.5651 4.3117
C -2.2941 -3.2471 4.2922
Te -1.9027 -1.3913 3.3021
N -2.1479 -0.4291 0.9388
C -2.6208 -0.8780 -0.1914
O -1.9130 -0.5141 -1.2029
C -3.8189 -1.7260 -0.4571
C -4.2284 -2.7012 0.4387
C -5.3535 -3.4720 0.1792
C -6.0714 -3.2710 -0.9916
C -5.6446 -2.3188 -1.9089
C -4.5131 -1.5545 -1.6479
C -3.1742 -0.2102 4.5437
C -4.2449 0.5278 4.0291
C -4.7650 0.4031 2.6200
C -4.8890 1.4398 4.8669
C -4.4944 1.6455 6.1777
C -5.1706 2.6753 7.0460
C -3.4266 0.8980 6.6612
C -2.7420 -0.0144 5.8675
C -1.5514 -0.7278 6.4657
C -3.5831 -3.6937 4.6206
C -4.8537 -2.9613 4.2566
C -3.7077 -4.8820 5.3345
H -1.8996 -7.5373 6.4425
H -3.6495 -7.4565 6.2000
H -2.9133 -6.6579 7.5846
H -0.4694 -5.7583 5.6386
H 0.9470 -4.3830 4.4912
H 0.5553 -2.7185 4.9349
H 0.3567 -3.2429 3.2718
H -3.6269 -2.8858 1.3177
H -5.6632 -4.2342 0.8850
H -6.9556 -3.8636 -1.1945
H -6.1899 -2.1750 -2.8333
H -4.1591 -0.8152 -2.3567
H -4.5466 -0.5635 2.1829
H -4.3117 1.1489 1.9629
H -5.8470 0.5491 2.6019
H -5.7326 1.9987 4.4696
H -6.1598 2.9302 6.6643
H -4.5800 3.5940 7.0812
H -5.2805 2.3202 8.0722
H -3.0986 1.0438 7.6865
H -1.3582 -0.3555 7.4711
H -0.6495 -0.5557 5.8697
H -1.7101 -1.8065 6.5243
H -4.7846 -2.4782 3.2849
H -5.0833 -2.1803 4.9843
H -5.6943 -3.6552 4.2297
H -4.7045 -5.2331 5.5866
*
```


2 unconnected molecules or ions with the total composition C15H18O2 at a distorted geometry, computed with ωB97M-V/def2-TZVPD.

Computed properties:
E_LUMO = 0.0269 hartree
Highest occupied orbital energy = -8.25 eV
SMILES = CCc1ccc(O)cc1.Cc1ccc(O)cc1
Relative energy (zero: lowest compared OMol25 entry of this formula, charge and spin) = 288.82 kJ/mol
Kohn-Sham gap = 8.99 eV

```
! wB97M-V def2-TZVPD RIJCOSX def2/J DEFGRID3
* xyz 0 1
C -4.6877 0.6104 0.9428
C -3.5623 0.8974 1.9831
C -2.3861 1.6249 1.5925
C -1.6988 2.5631 2.4309
C -0.7586 3.4157 2.0389
C -0.1850 3.1353 0.7823
O 0.8555 3.8671 0.2785
C -0.6591 2.1824 -0.0589
C -1.7840 1.4585 0.3798
H -5.4761 -0.0782 1.3540
H -4.2397 0.0704 0.0867
H -5.3827 1.4659 0.6888
H -3.9789 1.6200 2.7541
H -3.3331 -0.1683 2.4514
H -2.2886 2.8799 3.3445
H -0.2343 4.1903 2.6205
H 0.9719 4.7704 0.5902
H -0.0864 1.7253 -0.8189
H -2.3546 0.7417 -0.3102
C 2.2464 -0.4928 -3.1993
C 2.3999 -1.4511 -2.0098
C 1.4928 -2.4717 -1.7413
C 1.7548 -3.6558 -0.9643
C 2.9898 -3.7338 -0.2677
O 3.2308 -4.6977 0.5843
C 3.9306 -2.7291 -0.5319
C 3.6090 -1.5325 -1.2848
H 2.8429 -0.7472 -4.0831
H 2.5126 0.5171 -2.7257
H 1.1602 -0.5068 -3.3366
H 0.4072 -2.3996 -2.0755
H 0.8994 -4.2224 -0.7143
H 2.4655 -5.0882 0.9580
H 5.0044 -2.9183 -0.1751
H 4.3224 -0.8423 -1.5639
*
```


A molecular structure, C3H5O4Pr at a distorted geometry, computed with ωB97M-V/def2-TZVPD.

Computed properties:
E_LUMO (alpha / beta) = -0.2379 / -0.2987 hartree
Highest occupied orbital energy (alpha / beta) = -12.60 / -12.59 eV
Relative energy (zero: lowest compared OMol25 entry of this formula, charge and spin) = 169.49 kJ/mol
Kohn-Sham gap (alpha / beta) = 6.12 / 4.47 eV
⟨S²⟩ = 3.76

```
! wB97M-V def2-TZVPD RIJCOSX def2/J DEFGRID3
* xyz 1 4
C -2.1095 -1.8613 0.9549
C -1.7403 -0.8208 -0.0695
O -0.4943 -0.8308 -0.5632
Pr 1.6612 0.5343 -1.1257
H -3.1673 -1.7490 1.2239
H -1.9461 -2.8723 0.5580
H -1.5023 -1.7317 1.8611
H -1.9667 0.2438 0.2468
H -2.4075 -0.8392 -0.9783
O 2.3698 2.2769 0.1950
C 3.4533 2.5251 -0.5184
O 3.5473 1.7590 -1.5860
O 4.3025 3.3661 -0.1987
*
```


A gas-phase ion, C21H38N (charge +1) at a distorted geometry, computed with ωB97M-V/def2-TZVPD.

Computed properties:
E_LUMO = -0.1596 hartree
Highest occupied orbital energy = -11.80 eV
SMILES = CCCCCCCCCCCCCCCC[n+]1ccccc1
Relative energy (zero: lowest compared OMol25 entry of this formula, charge and spin) = 4.10 kJ/mol
Kohn-Sham gap = 7.46 eV

```
! wB97M-V def2-TZVPD RIJCOSX def2/J DEFGRID3
* xyz 1 1
C 3.0251 -1.2280 -8.0040
C 2.1279 -2.1702 -7.2115
C 2.4868 -2.1799 -5.7274
C 1.5955 -3.1262 -4.9269
C 1.9575 -3.1346 -3.4435
C 1.0602 -4.0806 -2.6480
C 1.4934 -4.2451 -1.1901
C 1.4508 -2.9668 -0.3520
C 0.0458 -2.3902 -0.1947
C 0.0319 -1.1856 0.7433
C -1.3737 -0.6172 0.9242
C -1.3847 0.5986 1.8488
C -2.7985 1.1429 2.0426
C -2.8790 2.2934 3.0495
C -2.2213 3.5685 2.5261
C -2.3783 4.7580 3.4838
N -1.6497 4.5219 4.7167
C -2.2806 4.0325 5.7913
C -1.5926 3.7324 6.9486
C -0.2196 3.9390 6.9977
C 0.4177 4.4459 5.8705
C -0.3253 4.7252 4.7445
H 4.0664 -1.5311 -7.9202
H 2.7503 -1.2345 -9.0561
H 2.9346 -0.2095 -7.6319
H 2.2216 -3.1821 -7.6115
H 1.0854 -1.8647 -7.3282
H 3.5304 -2.4827 -5.6129
H 2.3924 -1.1673 -5.3267
H 1.6923 -4.1370 -5.3294
H 0.5510 -2.8259 -5.0423
H 1.8668 -2.1198 -3.0512
H 2.9990 -3.4438 -3.3292
H 0.0280 -3.7290 -2.6928
H 1.0865 -5.0652 -3.1209
H 2.5140 -4.6344 -1.1721
H 0.8484 -4.9922 -0.7208
H 1.8472 -3.1979 0.6404
H 2.1056 -2.2140 -0.7942
H -0.3401 -2.0843 -1.1681
H -0.6185 -3.1626 0.1996
H 0.6885 -0.4097 0.3414
H 0.4293 -1.4817 1.7174
H -1.7769 -0.3319 -0.0496
H -2.0241 -1.3911 1.3368
H -0.7383 1.3676 1.4203
H -0.9692 0.3138 2.8192
H -3.1965 1.4743 1.0822
H -3.4359 0.3319 2.3991
H -2.4018 1.9755 3.9812
H -3.9316 2.4972 3.2595
H -2.6849 3.8456 1.5789
H -1.1612 3.3921 2.3405
H -3.4337 4.9082 3.7171
H -1.9901 5.6639 3.0137
H -3.3480 3.8886 5.7157
H -2.1273 3.3424 7.7997
H 0.3399 3.7132 7.8914
H 1.4809 4.6239 5.8658
H 0.1304 5.1207 3.8487
*
```


A single C18H18N2O2S2 molecule at a distorted geometry, computed with ωB97M-V/def2-TZVPD.

Computed properties:
E_LUMO = 0.0221 hartree
Highest occupied orbital energy = -8.28 eV
SMILES = COCCNC(=O)c1ccc(CSc2nc3ccccc3s2)cc1
Relative energy (zero: lowest compared OMol25 entry of this formula, charge and spin) = 36.11 kJ/mol
Kohn-Sham gap = 8.88 eV

```
! wB97M-V def2-TZVPD RIJCOSX def2/J DEFGRID3
* xyz 0 1
C 7.5409 0.0529 -1.2975
O 6.4074 -0.4129 -0.6155
C 6.5845 -0.4731 0.7789
C 5.3360 -1.0812 1.4120
N 4.1563 -0.3127 1.1010
C 3.0740 -0.8809 0.5101
O 2.9668 -2.0801 0.3491
C 2.0088 0.0803 0.0980
C 1.2200 -0.2551 -0.9978
C 0.2132 0.5881 -1.4257
C -0.0331 1.7790 -0.7546
C -1.1406 2.6826 -1.1867
S -2.4425 2.7899 0.1042
C -3.0259 1.1658 0.0534
N -2.6808 0.2990 -0.8215
C -3.2903 -0.9036 -0.6101
C -3.1151 -2.0488 -1.3795
C -3.8097 -3.1904 -1.0383
C -4.6734 -3.2085 0.0536
C -4.8606 -2.0826 0.8333
C -4.1655 -0.9352 0.4979
S -4.1825 0.6232 1.2803
C 0.7381 2.1038 0.3563
C 1.7528 1.2672 0.7788
H 8.4042 -0.6035 -1.1306
H 7.2870 0.0569 -2.3552
H 7.8082 1.0698 -0.9812
H 6.7599 0.5406 1.1804
H 7.4593 -1.0921 1.0315
H 5.1635 -2.0857 1.0169
H 5.4785 -1.1391 2.4979
H 4.2588 0.6890 1.0717
H 1.4115 -1.1903 -1.5014
H -0.3950 0.3200 -2.2754
H -0.8042 3.7125 -1.3080
H -1.6214 2.3298 -2.0968
H -2.4417 -2.0244 -2.2209
H -3.6816 -4.0866 -1.6263
H -5.2046 -4.1158 0.2982
H -5.5267 -2.0927 1.6817
H 0.5282 3.0153 0.8984
H 2.3194 1.5278 1.6613
*
```